[1]
Entry from OMol25: a molecular structure, C18H17IrN8O4S3 in a non-equilibrium geometry (the ωB97M-V functional and the def2-TZVPD basis).

As for the frontier orbital gap (spin up / spin down): 4.42 / 2.41 eV. As for the strongest force on any atom: 0.072 hartree/bohr. The LUMO energy (spin up / spin down) comes out at -11.22 / -13.23 eV. Its expectation value of S² is 0.80.

ORCA input file:
```
! wB97M-V def2-TZVPD RIJCOSX def2/J DEFGRID3
* xyz 3 2
Ir 0.581 -0.208 0.396
O -4.610 -2.866 2.240
C -3.707 -3.776 2.077
O -3.875 -4.956 2.237
C -2.321 -3.350 1.648
C -1.273 -4.243 1.443
N -0.211 -3.530 1.063
N -0.489 -2.223 1.002
C -1.766 -2.085 1.363
C -2.338 -0.706 1.429
O -3.510 -0.518 1.714
O -1.500 0.230 1.180
H -4.340 -1.921 2.068
H -1.264 -5.311 1.559
H 0.708 -3.892 0.843
N 2.036 0.681 3.607
C 2.898 0.493 2.622
N 2.574 0.130 1.399
C 3.676 0.020 0.583
C 4.871 0.303 1.218
S 4.640 0.721 2.846
C 3.467 -0.360 -0.780
C 4.421 -0.522 -1.770
S 3.725 -0.985 -3.244
C 2.133 -0.950 -2.464
N 2.178 -0.603 -1.195
N 1.040 -1.270 -3.135
H 1.051 0.510 3.448
H 2.336 0.978 4.524
H 5.859 0.273 0.800
H 5.482 -0.386 -1.687
H 1.083 -1.502 -4.117
H 0.134 -1.241 -2.688
N -0.969 4.624 -0.151
C -1.025 3.373 0.275
S 0.270 2.348 -0.226
N -2.010 2.877 1.033
C -3.137 3.458 1.586
C -3.319 4.843 1.793
C -4.526 5.312 2.259
C -5.567 4.429 2.571
C -5.359 3.050 2.469
C -4.166 2.568 1.986
H -0.172 4.927 -0.693
H -1.751 5.262 -0.074
H -1.962 1.837 1.169
H -2.503 5.538 1.672
H -4.662 6.371 2.418
H -6.515 4.808 2.920
H -6.142 2.363 2.757
H -4.026 1.501 1.879
*
```


[2]
Entry from OMol25: a molecular structure, C18H17KN6S5Sb (the ωB97M-V functional and the def2-TZVPD basis).

As for the frontier orbital gap (spin up / spin down): 4.49 / 5.46 eV. The value obtained for the energy relative to the best compared isomer or geometry (same formula, charge and spin) is 0.036 eV. As for the strongest force on any atom: 0.015 hartree/bohr. The LUMO energy (spin up / spin down) comes out at 4.03 / 4.03 eV. Its expectation value of S² is 0.76.

ORCA input file:
```
! wB97M-V def2-TZVPD RIJCOSX def2/J DEFGRID3
* xyz -2 2
K 0.457 -0.889 0.721
C -2.653 3.628 4.434
S -0.859 3.424 4.470
C -0.457 2.461 2.982
S -1.618 2.003 1.867
N 0.836 2.232 3.049
N 1.388 1.569 2.011
C 2.667 1.471 2.094
C 3.486 0.947 1.019
C 4.881 1.086 1.078
C 5.651 0.672 0.011
C 5.026 0.112 -1.097
C 3.645 -0.013 -1.064
N 2.894 0.387 -0.048
H -3.029 3.555 5.454
H -3.049 2.832 3.805
H -2.919 4.595 4.009
H 3.179 1.884 2.966
H 5.334 1.531 1.955
H 6.728 0.784 0.030
H 5.600 -0.224 -1.950
H 3.108 -0.475 -1.888
S -0.535 -6.554 -0.996
Sb 0.878 -4.706 -0.902
S 1.060 -3.810 1.260
S 0.391 -3.096 -2.510
N -2.515 -0.673 -2.104
C -2.584 -1.798 -1.280
C -3.347 -2.874 -1.751
C -3.417 -4.017 -0.988
C -2.771 -4.051 0.239
C -2.084 -2.921 0.632
N -1.979 -1.813 -0.104
C -1.686 0.425 -2.095
C -1.857 1.377 -3.120
C -1.080 2.513 -3.106
C -0.154 2.685 -2.083
C -0.044 1.684 -1.134
N -0.782 0.578 -1.139
H -3.069 -0.762 -2.936
H -3.813 -2.825 -2.729
H -3.931 -4.894 -1.360
H -2.753 -4.948 0.838
H -1.567 -2.904 1.582
H -2.591 1.211 -3.900
H -1.193 3.262 -3.881
H 0.463 3.572 -2.022
H 0.668 1.766 -0.320
*
```


[3]
Entry from OMol25: C18H17N3O2S in the gas phase in a non-equilibrium geometry (the ωB97M-V functional and the def2-TZVPD basis).

As for the frontier orbital gap: 8.85 eV. Its SMILES is CCn1c(SCc2cccc(C(=O)O)c2)nnc1-c1ccccc1. The value obtained for the energy relative to the best compared isomer or geometry (same formula, charge and spin) is 1.353 eV. As for the strongest force on any atom: 0.024 hartree/bohr. The LUMO energy comes out at 0.55 eV.

ORCA input file:
```
! wB97M-V def2-TZVPD RIJCOSX def2/J DEFGRID3
* xyz 0 1
C 1.417 1.986 -0.010
C 2.392 0.818 -0.137
N 1.683 -0.434 -0.193
C 0.995 -0.917 -1.270
S 1.080 -0.190 -2.844
C -0.456 -0.906 -3.538
C -1.633 -0.442 -2.743
C -2.376 -1.341 -1.986
C -3.433 -0.896 -1.210
C -3.760 0.446 -1.172
C -3.016 1.355 -1.922
C -3.308 2.804 -1.906
O -2.650 3.643 -2.471
O -4.396 3.123 -1.187
C -1.956 0.906 -2.703
N 0.296 -1.971 -0.944
N 0.494 -2.192 0.362
C 1.319 -1.288 0.820
C 1.791 -1.222 2.196
C 0.869 -1.333 3.233
C 1.294 -1.285 4.547
C 2.640 -1.131 4.839
C 3.563 -1.043 3.811
C 3.145 -1.090 2.494
H 1.968 2.920 0.036
H 0.747 2.019 -0.866
H 0.823 1.883 0.896
H 3.063 0.798 0.724
H 2.982 0.916 -1.053
H -0.349 -1.989 -3.511
H -0.485 -0.546 -4.566
H -2.111 -2.387 -1.991
H -3.999 -1.604 -0.623
H -4.577 0.801 -0.565
H -4.535 4.083 -1.217
H -1.383 1.629 -3.267
H -0.175 -1.459 2.991
H 0.574 -1.368 5.348
H 2.970 -1.091 5.866
H 4.615 -0.944 4.035
H 3.876 -1.060 1.697
*
```


[4]
Entry from OMol25: C18H17N3O4 in the gas phase in a non-equilibrium geometry (the ωB97M-V functional and the def2-TZVPD basis).

As for the frontier orbital gap: 8.25 eV. Its SMILES is CCOC(=O)/C(C#N)=C/c1cn(CCC(=O)O)nc1-c1ccccc1. The value obtained for the energy relative to the best compared isomer or geometry (same formula, charge and spin) is 0.000 eV. As for the strongest force on any atom: 0.024 hartree/bohr. The LUMO energy comes out at -0.52 eV.

ORCA input file:
```
! wB97M-V def2-TZVPD RIJCOSX def2/J DEFGRID3
* xyz 0 1
C 0.027 -2.044 -6.172
C -0.752 -1.051 -5.330
O -0.092 -0.918 -4.071
C -0.657 -0.092 -3.188
O -1.662 0.543 -3.395
C 0.111 -0.042 -1.921
C 1.253 -0.851 -1.823
N 2.171 -1.535 -1.709
C -0.364 0.709 -0.890
C 0.260 0.835 0.382
C 1.579 0.526 0.703
N 1.691 0.580 2.034
C 2.824 0.119 2.789
C 2.769 -1.413 2.931
C 2.455 -2.040 1.579
O 1.407 -2.563 1.314
O 3.455 -1.902 0.717
N 0.536 0.892 2.620
C -0.346 1.088 1.656
C -1.720 1.465 1.957
C -2.351 0.918 3.072
C -3.653 1.264 3.376
C -4.340 2.163 2.576
C -3.712 2.726 1.477
C -2.410 2.382 1.167
H 0.068 -3.006 -5.669
H -0.458 -2.164 -7.136
H 1.043 -1.689 -6.323
H -1.779 -1.391 -5.156
H -0.798 -0.067 -5.810
H -1.321 1.186 -1.050
H 2.422 0.341 0.071
H 2.794 0.590 3.773
H 3.734 0.412 2.261
H 1.977 -1.696 3.624
H 3.729 -1.779 3.292
H 3.175 -2.161 -0.192
H -1.806 0.218 3.686
H -4.138 0.830 4.239
H -5.359 2.430 2.812
H -4.240 3.438 0.860
H -1.918 2.851 0.327
*
```


[5]
Entry from OMol25: C18H17N3O5 in the gas phase (the ωB97M-V functional and the def2-TZVPD basis).

As for the frontier orbital gap: 7.08 eV. Its SMILES is COc1ccc(NC(=O)CCN2C(=O)c3ccncc3C2=O)cc1OC. The value obtained for the energy relative to the best compared isomer or geometry (same formula, charge and spin) is 0.816 eV. As for the strongest force on any atom: 0.016 hartree/bohr. The LUMO energy comes out at -0.65 eV.

ORCA input file:
```
! wB97M-V def2-TZVPD RIJCOSX def2/J DEFGRID3
* xyz 0 1
C 5.074 0.685 -1.297
O 4.077 1.433 -0.640
C 3.026 0.829 -0.017
C 2.186 1.710 0.659
C 1.066 1.290 1.348
C 0.768 -0.063 1.377
N -0.361 -0.589 2.029
C -1.510 0.067 2.330
O -1.662 1.267 2.253
C -2.660 -0.869 2.705
C -3.134 -1.601 1.435
N -2.971 -0.736 0.285
C -3.727 0.417 0.090
O -4.729 0.693 0.690
C -3.034 1.147 -1.006
C -3.292 2.359 -1.608
C -2.382 2.754 -2.593
N -1.330 2.050 -2.962
C -1.085 0.883 -2.381
C -1.922 0.393 -1.396
C -1.877 -0.828 -0.565
O -1.095 -1.747 -0.578
C 1.596 -0.962 0.712
C 2.711 -0.543 0.002
O 3.514 -1.415 -0.691
C 3.132 -2.766 -0.770
H 5.806 1.422 -1.630
H 4.677 0.151 -2.163
H 5.556 -0.027 -0.624
H 2.442 2.757 0.624
H 0.432 2.001 1.847
H -0.387 -1.599 2.048
H -2.358 -1.585 3.469
H -3.467 -0.246 3.091
H -2.539 -2.496 1.237
H -4.187 -1.877 1.524
H -4.135 2.969 -1.327
H -2.509 3.695 -3.111
H -0.205 0.350 -2.711
H 1.335 -2.008 0.733
H 2.127 -2.877 -1.190
H 3.857 -3.232 -1.436
H 3.177 -3.256 0.208
*
```


[6]
Entry from OMol25: C18H17N7O3S in the gas phase in a non-equilibrium geometry (the ωB97M-V functional and the def2-TZVPD basis).

As for the frontier orbital gap: 8.80 eV. Its SMILES is Cn1c(=O)c2c(ncn2CC(=O)Nc2nnc(Cc3ccccc3)s2)n(C)c1=O. As for the strongest force on any atom: 0.032 hartree/bohr. The LUMO energy comes out at 0.30 eV.

ORCA input file:
```
! wB97M-V def2-TZVPD RIJCOSX def2/J DEFGRID3
* xyz 0 1
C 1.481 2.518 -3.029
N 0.648 2.138 -1.899
C 1.239 2.143 -0.635
O 2.413 2.424 -0.473
C 0.304 1.759 0.377
C -1.006 1.407 0.080
N -1.668 1.046 1.202
C -0.785 1.171 2.165
N 0.420 1.604 1.743
C 1.578 1.849 2.559
C 2.913 1.441 1.938
O 3.915 2.079 2.101
N 2.929 0.263 1.220
C 1.977 -0.710 1.186
N 1.167 -0.987 2.151
N 0.344 -1.989 1.886
C 0.489 -2.517 0.729
C -0.332 -3.634 0.204
C -1.668 -3.115 -0.282
C -2.052 -3.272 -1.605
C -3.292 -2.822 -2.030
C -4.150 -2.207 -1.135
C -3.761 -2.031 0.184
C -2.525 -2.481 0.609
S 1.759 -1.745 -0.225
N -1.494 1.447 -1.186
C -2.882 1.135 -1.444
C -0.665 1.820 -2.224
O -1.052 1.865 -3.370
H 1.038 3.371 -3.541
H 1.551 1.688 -3.731
H 2.464 2.774 -2.641
H -0.992 0.946 3.191
H 1.664 2.919 2.783
H 1.457 1.295 3.495
H 3.747 0.147 0.634
H 0.198 -4.135 -0.607
H -0.501 -4.344 1.018
H -1.388 -3.755 -2.307
H -3.586 -2.954 -3.060
H -5.117 -1.859 -1.466
H -4.420 -1.539 0.884
H -2.212 -2.339 1.632
H -3.101 0.127 -1.094
H -3.045 1.210 -2.517
H -3.520 1.842 -0.914
*
```